Here is an isolated ion of composition B4O7 and charge -2 at a distorted geometry from the Open Molecules 2025 dataset. Energies are from wB97M-V/def2-TZVPD.

Each line ends with the Löwdin charge.
Geometry (Å):
O  1.6647  -1.5364  2.1664  -0.072
O  -2.9405  -0.2518  -0.9332  -0.028
O  0.6361  0.5717  1.5739  0.215
O  1.2718  -1.1443  -0.1419  0.195
O  -1.3052  1.2359  0.0615  0.175
O  -0.6510  -0.4511  -1.6760  0.139
O  1.0926  1.1700  -0.7544  0.162
B  1.1588  -0.7451  1.2452  -0.888
B  -1.7379  0.1837  -0.8627  -0.886
B  0.1227  1.1734  0.3954  -0.511
B  0.6878  -0.2060  -1.0744  -0.503

Forces on atoms 1 to 3 (eV/Å):
O -0.792 0.805 -0.603
O -0.201 0.325 -0.166
O -1.383 1.511 -2.278

Output
ΔE to the lowest compared entry with this formula, charge and spin = 10.7 kcal/mol
largest force on an atom = 0.076 hartree/bohr
HOMO energy = -0.0286 Eh
total energy = -17049.6826 eV
charge = -2